1.
{
  "formula": "C23H37BrF3N3O9PS",
  "method": "ωB97M-V/def2-TZVPD",
  "fmax_ev_per_a": 7.0,
  "multiplicity": 1,
  "total_charge": 1,
  "homo_energy_ev": -11.679,
  "homo_lumo_gap_ev": 7.839,
  "lumo_energy_ha": -0.1411,
  "species": ["C", "C", "O", "O", "C", "C", "C", "C", "C", "C", "C", "C", "C", "C", "S", "C", "N", "C", "O", "N", "N", "C", "O", "C", "C", "C", "O", "Br", "C", "C", "F", "F", "F", "H", "H", "H", "H", "H", "H", "H", "H", "H", "H", "H", "H", "H", "H", "H", "H", "H", "H", "H", "H", "H", "H", "H", "H", "H", "H", "H", "H", "C", "O", "P", "O", "O", "C", "O", "C", "H", "H", "H", "H", "H", "H", "H", "H", "H"],
  "positions_angstrom": [[-3.19, -4.54, -4.76], [-2.57, -3.83, -3.58], [-1.65, -4.32, -2.98], [-2.98, -2.60, -3.17], [-4.39, -2.30, -3.32], [-4.76, -1.44, -2.10], [-3.66, -0.38, -1.87], [-2.67, -0.81, -0.76], [-2.34, 0.32, 0.26], [-0.83, 0.62, 0.37], [0.01, -0.47, 1.15], [-0.81, -1.67, 1.69], [-0.01, -2.47, 2.79], [-0.74, -2.42, 4.14], [-2.07, -3.67, 4.23], [1.20, -1.06, 0.37], [2.37, -0.18, 0.33], [3.17, -0.42, 1.23], [3.98, -0.75, 1.98], [0.77, -1.34, -1.04], [1.89, -2.00, -1.71], [1.69, -3.23, -1.90], [1.59, -4.30, -2.28], [0.49, -0.11, -1.83], [-0.14, -0.50, -3.19], [0.32, 0.41, -4.31], [1.36, 0.97, -4.36], [-0.92, 0.62, -5.81], [-0.31, 0.99, -1.06], [0.43, 2.34, -1.00], [1.28, 2.44, 0.02], [-0.53, 3.27, -0.77], [1.00, 2.68, -2.16], [-3.86, -5.31, -4.36], [-3.81, -3.90, -5.40], [-2.41, -5.05, -5.32], [-4.52, -1.70, -4.23], [-5.04, -3.18, -3.32], [-5.00, -2.03, -1.21], [-5.67, -0.90, -2.38], [-3.16, -0.24, -2.84], [-4.15, 0.58, -1.66], [-1.79, -1.27, -1.21], [-3.18, -1.60, -0.20], [-2.81, 1.24, -0.12], [-2.80, 0.15, 1.24], [-0.74, 1.53, 0.97], [0.45, 0.02, 2.02], [-1.01, -2.37, 0.87], [-1.74, -1.36, 2.19], [0.24, -3.48, 2.46], [0.94, -1.92, 2.92], [-1.09, -1.41, 4.38], [0.00, -2.66, 4.92], [-1.84, -4.43, 3.13], [1.55, -2.01, 0.78], [0.00, -2.03, -1.02], [1.47, 0.32, -2.08], [-1.22, -0.46, -3.09], [0.12, -1.53, -3.49], [-1.20, 1.20, -1.67], [2.33, 6.15, 2.17], [2.17, 5.04, 3.07], [3.53, 4.60, 3.93], [4.07, 5.92, 4.35], [4.26, 3.98, 2.59], [3.58, 2.94, 1.89], [4.34, 3.58, 4.96], [5.77, 3.61, 4.90], [1.54, 6.07, 1.42], [2.21, 7.08, 2.72], [3.30, 6.12, 1.68], [3.16, 3.34, 0.97], [2.78, 2.50, 2.49], [4.31, 2.16, 1.64], [6.15, 4.61, 5.12], [6.13, 3.28, 3.93], [6.13, 2.92, 5.66]]
}

***

2.
{
  "formula": "C43H62BrFN4NaO2PSSi",
  "method": "ωB97M-V/def2-TZVPD",
  "fmax_ev_per_a": 0.8,
  "multiplicity": 1,
  "de_lowest_kcal_mol": 49.3,
  "total_charge": -2,
  "homo_energy_ev": 0.119,
  "homo_lumo_gap_ev": 3.272,
  "lumo_energy_ha": 0.1246,
  "species": ["Na", "C", "C", "N", "N", "C", "N", "S", "C", "C", "C", "C", "C", "N", "H", "H", "H", "H", "H", "H", "H", "H", "H", "H", "C", "Si", "C", "C", "H", "H", "H", "H", "H", "H", "H", "H", "H", "Br", "C", "C", "C", "C", "C", "C", "C", "O", "O", "H", "H", "H", "H", "F", "C", "C", "C", "C", "C", "C", "C", "H", "H", "H", "H", "H", "H", "C", "C", "C", "C", "C", "C", "P", "C", "C", "C", "C", "C", "C", "C", "C", "C", "C", "C", "C", "H", "H", "H", "H", "H", "H", "H", "H", "H", "H", "H", "H", "H", "H", "H", "H", "H", "H", "H", "H", "H", "H", "H", "H", "H", "H", "H", "H", "H", "H", "H", "H", "H"],
  "positions_angstrom": [[-1.84, 1.04, 1.07], [-2.96, -3.68, 2.63], [-2.62, -2.49, 1.78], [-2.35, -1.35, 2.26], [-2.68, -1.17, 3.58], [-1.93, -0.41, 4.41], [-2.64, 0.06, 5.49], [-0.31, -0.15, 4.17], [-2.61, -2.64, 0.29], [-2.75, -3.89, -0.29], [-2.89, -3.99, -1.67], [-2.87, -2.83, -2.42], [-2.69, -1.62, -1.75], [-2.56, -1.53, -0.43], [-2.68, -3.48, 3.67], [-2.40, -4.55, 2.29], [-4.02, -3.94, 2.59], [-3.63, -1.38, 3.86], [-3.46, 0.62, 5.19], [-2.04, 0.64, 6.06], [-2.76, -4.79, 0.32], [-3.01, -4.96, -2.14], [-3.00, -2.85, -3.49], [-2.65, -0.67, -2.30], [-1.45, 5.25, 1.00], [-0.34, 3.85, 0.25], [-0.28, 4.52, -1.56], [1.42, 4.38, 0.93], [-1.22, 6.24, 0.57], [-1.32, 5.33, 2.09], [-2.51, 5.03, 0.82], [0.37, 5.41, -1.64], [-1.28, 4.80, -1.89], [0.08, 3.77, -2.27], [1.34, 5.25, 1.61], [2.10, 4.67, 0.11], [1.91, 3.58, 1.49], [-0.34, 6.36, 6.92], [-1.34, 5.14, 5.85], [-2.71, 5.05, 6.04], [-3.43, 4.13, 5.28], [-2.80, 3.34, 4.33], [-1.43, 3.48, 4.14], [-0.69, 4.37, 4.91], [-3.60, 2.29, 3.58], [-4.61, 1.84, 4.18], [-3.16, 1.89, 2.47], [-3.20, 5.67, 6.78], [-4.50, 4.02, 5.43], [-0.94, 2.90, 3.36], [0.38, 4.47, 4.75], [-2.16, 1.93, -7.88], [-2.11, 1.81, -6.50], [-2.92, 2.62, -5.71], [-2.88, 2.51, -4.33], [-2.02, 1.57, -3.65], [-2.00, 1.43, -2.27], [-1.20, 0.78, -4.53], [-1.26, 0.90, -5.91], [-3.57, 3.34, -6.19], [-3.51, 3.16, -3.73], [-1.32, 0.71, -1.81], [-2.65, 1.99, -1.61], [-0.52, 0.06, -4.09], [-0.63, 0.28, -6.55], [1.57, -4.17, -3.73], [1.67, -4.77, -2.31], [1.24, -3.77, -1.22], [1.66, -2.35, -1.60], [0.87, -1.91, -2.86], [0.49, -3.10, -3.76], [1.34, -1.11, -0.24], [2.27, -1.81, 1.24], [3.61, -2.53, 0.99], [3.92, -3.59, 2.06], [3.50, -3.09, 3.43], [1.97, -2.98, 3.50], [1.34, -2.67, 2.12], [2.47, 0.29, -0.73], [3.91, -0.07, -1.20], [4.14, 0.24, -2.67], [3.95, 1.73, -2.96], [2.77, 2.32, -2.17], [1.78, 1.24, -1.74], [1.37, -4.95, -4.46], [2.53, -3.71, -4.01], [2.70, -5.08, -2.12], [1.05, -5.67, -2.24], [1.67, -4.08, -0.27], [0.15, -3.79, -1.10], [2.73, -2.36, -1.84], [1.47, -1.21, -3.44], [-0.04, -1.38, -2.56], [0.32, -2.74, -4.78], [-0.46, -3.54, -3.42], [2.46, -0.90, 1.83], [4.42, -1.79, 1.00], [3.63, -3.00, 0.01], [4.99, -3.84, 2.03], [3.38, -4.52, 1.83], [3.95, -2.10, 3.59], [3.87, -3.74, 4.22], [1.67, -2.20, 4.20], [1.55, -3.92, 3.88], [0.40, -2.15, 2.26], [1.10, -3.61, 1.61], [2.54, 0.86, 0.20], [4.13, -1.12, -1.02], [4.63, 0.49, -0.60], [3.44, -0.34, -3.28], [5.15, -0.07, -2.96], [3.80, 1.88, -4.03], [4.87, 2.27, -2.70], [2.25, 3.07, -2.77], [3.12, 2.83, -1.27], [1.43, 0.70, -2.62], [0.90, 1.69, -1.27]]
}

***

> Which formula does entry 2 have?

C43H62BrFN4NaO2PSSi